[1]
Entry from the Open Molecules 2025 dataset: a single C23H28Cl2IN3O5S molecule (ωB97M-V/def2-TZVPD).

As for the orbital gap: 7.95 eV. For the maximum force, the calculation gives 0.50 eV Å⁻¹. The SMILES is [H]/N=C(/N)NCCCCc1c(COCC)c(CC(=O)O)c2c(c1[C@@H](Cl)[C@@H](C)Cl)C(=O)C(I)=C(S)C2=O.

The geometry in XYZ format:
```
63
Properties=species:S:1:pos:R:3:forces:R:3:lowdin_charge:R:1
H -3.35430 -0.04851 2.93570 0.0 0.0 0.0 0.06
N -3.89026 -0.43210 2.15831 -0.1 0.0 0.1 0.15
C -4.43070 0.51996 1.53135 0.1 0.0 -0.1 -0.53
N -5.29263 0.26500 0.41269 0.0 -0.1 0.2 0.08
N -4.26114 1.89114 1.90887 -0.2 0.1 -0.4 0.01
C -4.00024 2.79506 0.76737 0.3 0.0 0.2 -0.22
C -2.49679 2.96493 0.52758 -0.2 -0.2 0.1 -0.18
C -1.87638 1.85541 -0.34350 0.0 0.2 0.2 -0.16
C -1.15436 0.76394 0.47276 0.1 0.0 0.1 -0.15
C 0.11223 0.25998 -0.18382 0.0 -0.2 -0.2 -0.09
C 1.29092 1.00548 0.02349 0.1 -0.2 0.0 -0.08
C 1.21341 2.24434 0.89478 -0.2 0.1 -0.1 -0.14
O 1.04371 1.98143 2.27534 0.0 0.0 0.0 -0.13
C 1.93768 1.04272 2.86770 0.0 0.0 0.3 -0.24
C 1.22819 -0.26060 3.19274 0.1 0.2 0.1 -0.05
C 2.50431 0.60182 -0.53718 -0.1 -0.2 -0.1 -0.08
C 3.76751 1.40361 -0.34544 -0.2 0.1 0.1 -0.04
C 3.99487 2.49986 -1.37636 0.2 0.0 0.0 -0.48
O 4.84098 3.32960 -1.23651 -0.1 -0.1 -0.1 0.15
O 3.20732 2.44876 -2.50004 0.1 0.3 0.0 0.09
C 2.51958 -0.58838 -1.28055 -0.1 0.1 0.1 -0.02
C 1.35901 -1.33052 -1.48691 0.2 0.1 0.0 -0.06
C 0.13127 -0.90306 -0.97310 -0.1 0.3 0.0 -0.15
C -1.17707 -1.62678 -1.22641 0.2 0.0 0.2 -0.60
Cl -1.69091 -1.43296 -2.93564 -0.1 0.1 -0.1 0.70
C -1.33971 -3.07444 -0.66151 -0.4 -0.1 -0.3 -0.67
C -1.75214 -4.16231 -1.63923 0.0 -0.2 0.3 -0.15
Cl 0.09879 -3.62682 0.25859 0.1 0.0 0.1 0.69
C 1.52206 -2.60669 -2.25709 0.2 -0.1 0.0 -0.43
O 0.71222 -3.04504 -3.02987 -0.1 -0.1 0.1 0.03
C 2.81947 -3.32522 -2.02002 0.1 0.1 0.0 -0.67
I 2.75127 -5.38903 -2.14088 0.0 0.0 -0.1 0.98
C 3.93556 -2.60796 -1.84951 -0.1 -0.1 0.2 -0.60
S 5.54534 -3.28128 -1.71488 -0.1 -0.2 -0.1 0.82
C 3.78865 -1.11321 -1.86777 -0.1 0.0 0.0 -0.34
O 4.65215 -0.40302 -2.31837 0.2 0.0 0.1 0.12
H -4.74585 0.07454 -0.42063 -0.1 0.1 -0.1 0.07
H -5.78668 -0.59489 0.62554 0.1 -0.1 -0.1 0.08
H -5.13371 2.18476 2.33656 0.0 -0.1 0.1 0.12
H -4.48676 2.42737 -0.13895 -0.1 0.1 -0.1 0.10
H -4.44047 3.76298 1.00219 0.0 0.0 0.1 0.11
H -2.02864 2.96337 1.51396 0.1 0.1 0.0 0.11
H -2.31598 3.94968 0.09457 0.0 0.0 -0.2 0.11
H -1.17012 2.29977 -1.04726 0.0 0.0 0.0 0.11
H -2.67193 1.41945 -0.95322 0.1 -0.1 -0.2 0.10
H -0.88716 1.16517 1.44943 0.0 0.0 0.0 0.10
H -1.83237 -0.05292 0.69749 0.0 0.0 0.1 0.08
H 0.33223 2.82146 0.61135 0.0 0.0 0.0 0.12
H 2.07049 2.90046 0.73324 0.1 0.0 0.0 0.13
H 2.82087 0.87693 2.24794 -0.1 0.0 -0.1 0.11
H 2.28586 1.50255 3.79531 0.1 0.0 0.0 0.12
H 1.94299 -1.00203 3.55160 0.0 0.0 0.0 0.08
H 0.71481 -0.65604 2.31794 0.0 -0.1 0.0 0.06
H 0.50622 -0.08452 3.99018 -0.1 -0.1 -0.1 0.08
H 3.79013 1.90584 0.61867 0.0 -0.1 0.0 0.11
H 4.64816 0.76754 -0.37613 0.0 0.0 -0.1 0.13
H 2.32283 2.77438 -2.29265 -0.1 -0.2 0.0 0.12
H -1.93752 -1.05279 -0.72466 -0.1 0.0 0.0 0.05
H -2.12494 -3.00863 0.08998 0.1 0.1 0.1 0.10
H -0.98314 -4.36189 -2.37865 -0.1 0.1 -0.1 0.06
H -2.69210 -3.89201 -2.11785 0.1 0.1 -0.1 0.07
H -1.93556 -5.06991 -1.06345 0.1 0.0 0.0 0.08
H 5.95708 -2.44331 -0.75640 0.1 0.2 -0.1 -0.11
```
Positions in Å, forces in eV/Å.

***

[2]
Entry from the Open Molecules 2025 dataset: a molecular structure, C3H4NS in a non-equilibrium geometry (ωB97M-V/def2-TZVPD).

As for the orbital gap (spin up / spin down): 8.52 / 8.52 eV. For the maximum force, the calculation gives 5.29 eV Å⁻¹. Its net charge is +1.

The geometry in XYZ format:
```
9
Properties=species:S:1:pos:R:3:forces:R:3:lowdin_charge:R:1
C 1.06864 -1.47224 0.07715 0.7 0.8 -1.2 -0.19
C 2.29498 -1.22292 0.20470 -1.0 -0.4 0.4 -0.26
C 0.89359 0.98886 0.12370 -0.8 5.2 -0.3 -0.28
N -0.12534 -1.05680 -0.30688 -1.0 -2.6 -3.2 0.11
S 2.40144 0.47457 -0.10215 0.0 -0.6 -0.2 1.12
H 0.64244 2.07364 -0.22767 1.3 -1.6 0.1 0.11
H 0.05731 0.90498 0.78643 0.2 -1.3 0.7 0.07
H -0.70135 -1.32229 -1.22287 2.2 0.2 2.2 0.23
H -0.73935 -0.97326 0.43948 -1.7 0.3 1.6 0.10
```
Positions in Å, forces in eV/Å.

***

[3]
Entry from the Open Molecules 2025 dataset: a single C21H33N5O5S2 molecule in a non-equilibrium geometry (ωB97M-V/def2-TZVPD).

As for the orbital gap: 8.14 eV. For the maximum force, the calculation gives 1.07 eV Å⁻¹. The SMILES is CCCCN(CC)CCNC(=O)Cn1cnc2sc(C)c(S(=O)(=O)N3CCOCC3)c2c1=O.

The geometry in XYZ format:
```
66
Properties=species:S:1:pos:R:3:forces:R:3:lowdin_charge:R:1
C -3.07771 3.62210 1.52470 0.1 0.1 0.2 -0.11
C -1.75541 3.70981 2.27757 0.0 -0.1 -0.3 -0.27
C -0.61657 3.09599 1.46906 0.1 0.1 0.4 -0.21
C 0.73214 3.17245 2.20432 -0.2 0.0 -0.2 -0.20
N 1.73456 2.22693 1.74551 0.0 0.1 0.0 -0.18
C 1.44939 0.84884 2.13013 0.3 -0.1 0.1 -0.25
C 2.63708 0.20701 2.84941 -0.3 0.0 -0.1 -0.07
C 2.06135 2.40217 0.34287 0.3 0.0 0.1 -0.17
C 3.46151 1.87715 -0.00077 0.0 0.3 -0.1 -0.13
N 3.42934 0.49569 -0.43431 -0.3 0.2 0.5 0.08
C 4.04137 0.07399 -1.54410 0.0 -0.8 0.0 -0.48
O 4.77812 0.73756 -2.24224 0.2 0.2 -0.3 0.06
C 3.70113 -1.39196 -1.90791 0.4 0.3 0.3 -0.03
N 2.45294 -1.40261 -2.64515 -0.4 -0.1 0.0 0.04
C 2.45497 -1.38050 -3.99533 -0.1 0.0 -0.4 -0.11
N 1.40330 -1.34446 -4.73883 0.2 0.0 -0.6 0.08
C 0.22929 -1.27130 -4.08807 -0.2 0.0 1.0 -0.52
S -1.29294 -1.16177 -4.89346 0.0 0.0 0.6 1.14
C -2.13297 -1.03991 -3.36063 0.2 -0.1 -0.1 -0.51
C -3.60853 -0.89681 -3.37305 -0.3 0.0 0.0 -0.09
C -1.27406 -1.10065 -2.30754 -0.4 0.1 0.5 -0.24
S -1.70461 -0.89579 -0.58205 -0.1 -0.2 -0.5 0.70
O -3.12364 -0.66922 -0.48809 0.0 -0.2 0.0 -0.29
O -0.85925 0.11072 -0.02027 0.2 -0.2 0.1 -0.27
N -1.29201 -2.39936 0.00719 -0.1 1.0 -0.4 -0.23
C -2.31450 -3.40525 -0.19834 -0.6 -0.3 0.1 -0.15
C -3.35548 -3.37184 0.92709 -0.1 0.0 -0.3 -0.19
O -2.74063 -3.46729 2.19330 0.0 -0.2 0.1 -0.12
C -1.82186 -2.41401 2.39508 0.3 0.0 0.0 -0.18
C -0.71876 -2.44613 1.33759 0.1 0.3 0.6 -0.16
C 0.08581 -1.24841 -2.70339 0.4 0.0 -0.7 -0.12
C 1.26465 -1.36379 -1.88714 0.1 -0.1 -0.2 -0.33
O 1.32361 -1.43883 -0.67342 0.1 -0.1 0.2 0.05
H -3.29774 2.58748 1.26995 -0.1 -0.1 -0.1 0.07
H -3.02815 4.19482 0.60109 0.0 0.0 -0.1 0.07
H -3.89330 4.01409 2.12874 -0.1 0.0 0.0 0.07
H -1.84677 3.18360 3.23108 0.1 0.0 0.1 0.11
H -1.52654 4.75585 2.49858 0.0 0.0 0.1 0.11
H -0.53935 3.61327 0.51034 0.0 0.0 -0.1 0.12
H -0.84899 2.05115 1.25409 0.0 0.0 0.0 0.09
H 0.57906 2.98810 3.27097 0.0 0.1 0.0 0.12
H 1.15309 4.17867 2.10622 -0.1 0.0 0.1 0.12
H 1.15317 0.25022 1.26051 -0.1 0.0 0.1 0.07
H 0.59969 0.84018 2.81773 -0.1 0.0 -0.1 0.12
H 3.50566 0.12256 2.20395 0.1 0.0 -0.1 0.05
H 2.91170 0.81093 3.71059 0.1 0.0 0.1 0.07
H 2.36472 -0.78869 3.19321 0.0 -0.2 0.1 0.07
H 1.32479 1.91666 -0.31897 0.0 0.1 0.0 0.12
H 2.04714 3.47493 0.13995 0.0 0.0 0.0 0.12
H 3.89955 2.45100 -0.82121 0.0 -0.1 0.1 0.12
H 4.10461 1.98099 0.87818 0.0 0.1 -0.1 0.12
H 2.75041 -0.10849 0.01315 0.2 -0.1 -0.3 0.10
H 4.49620 -1.79422 -2.53564 -0.1 0.1 0.1 0.13
H 3.57762 -1.99489 -1.00601 0.0 0.0 -0.2 0.13
H 3.41826 -1.39825 -4.48471 0.2 0.0 0.1 0.14
H -4.07252 -1.80268 -3.76359 -0.1 0.0 0.0 0.09
H -3.96669 -0.71235 -2.36406 -0.1 0.0 -0.2 0.06
H -3.90059 -0.07133 -4.02009 -0.1 0.1 0.0 0.09
H -2.79044 -3.20973 -1.15979 -0.1 -0.2 -0.1 0.12
H -1.81980 -4.38159 -0.22527 0.0 0.1 -0.1 0.14
H -4.03279 -4.22443 0.85313 0.0 0.1 -0.1 0.13
H -3.92549 -2.43550 0.85263 0.0 -0.2 0.0 0.12
H -1.41160 -2.55659 3.39605 0.0 0.1 -0.1 0.13
H -2.34213 -1.44531 2.34116 0.0 0.0 0.1 0.13
H -0.05504 -1.59024 1.43071 0.1 -0.1 0.2 0.09
H -0.13936 -3.37071 1.41758 0.0 0.1 0.0 0.14
```
Positions in Å, forces in eV/Å.

***

[4]
Entry from the Open Molecules 2025 dataset: a single C6H13NO3 molecule in a non-equilibrium geometry (ωB97M-V/def2-TZVPD).

As for the orbital gap: 9.13 eV. For the maximum force, the calculation gives 4.22 eV Å⁻¹. The SMILES is C[C@@H]1NC[C@H](O)[C@H](O)[C@H]1O.

The geometry in XYZ format:
```
23
Properties=species:S:1:pos:R:3:forces:R:3:lowdin_charge:R:1
C 0.64500 1.86442 -1.31203 -3.9 0.0 -1.0 -0.05
C 0.55815 0.24903 -1.30989 1.7 1.6 1.5 -0.29
N -0.74088 -0.40574 -1.28797 -1.1 -1.0 -2.9 -0.04
C -1.45130 -0.42580 -0.08131 -1.8 -0.4 1.8 -0.21
C -0.67079 -1.08115 1.11293 -1.5 0.7 -1.1 -0.32
O -1.45920 -0.95444 2.28012 -1.3 0.3 2.0 -0.06
C 0.51199 -0.18123 1.24890 1.3 0.9 -1.5 -0.29
O 0.10985 1.17985 1.41423 -2.8 -0.4 1.9 -0.09
C 1.44939 -0.17120 -0.08062 -1.9 -2.2 1.7 -0.23
O 2.10823 -1.48547 -0.20399 -2.7 -1.0 -3.1 -0.10
H 1.61314 2.19271 -1.42202 2.5 0.3 -0.4 0.02
H 0.22288 2.58487 -0.50339 0.4 -2.2 -1.0 0.10
H 0.09939 2.14765 -2.25950 0.6 0.0 0.8 0.07
H 1.18210 -0.14686 -2.11735 -0.5 0.5 -0.5 0.13
H -1.44972 -0.56767 -2.15187 3.2 1.1 2.4 0.20
H -2.35391 -1.03215 -0.21025 0.0 0.0 -0.2 0.12
H -1.85055 0.58787 0.27290 0.6 -1.1 -0.4 0.14
H -0.36902 -2.12248 1.02644 0.0 0.0 -0.7 0.15
H -2.37850 -1.33930 2.43289 2.1 0.4 -1.4 0.14
H 1.16967 -0.46319 2.02827 0.6 -0.4 1.2 0.13
H -0.83975 1.14334 1.87745 3.2 0.1 -1.2 0.16
H 2.28079 0.44515 0.24723 -0.2 0.7 -0.8 0.14
H 1.61303 -2.01821 -1.00116 1.7 2.0 3.1 0.16
```
Positions in Å, forces in eV/Å.